DFT (wB97M-V/def2-TZVPD) results for the molecule C3H6O2 at a distorted geometry.

```
! wB97M-V def2-TZVPD RIJCOSX def2/J DEFGRID3
* xyz 0 1
C -1.465 0.280 -0.028
C -0.252 -0.566 0.061
C 1.020 0.261 0.045
O 1.139 1.444 0.010
O 2.084 -0.524 -0.068
H -2.402 -0.301 -0.208
H -1.288 0.877 -0.970
H -1.535 0.990 0.858
H -0.030 -1.247 0.932
H -0.160 -1.313 -0.666
H 2.888 0.098 0.033
*
```

Values from the calculation:
Energy: -7303.34033 eV
Energy above the lowest of the compared OMol25 structures with the same formula, charge and spin: 7.8 kcal per mole
SMILES string: CCC(=O)O
HOMO-LUMO gap: 11.320 eV

DFT (wB97M-V/def2-TZVPD) results for a cluster of 13 separate species, C26H76Cl4O26P2 in total at a distorted geometry.

```
! wB97M-V def2-TZVPD RIJCOSX def2/J DEFGRID3
* xyz 0 1
C 2.854 -0.529 0.089
O 1.827 0.346 -0.402
P 0.519 0.616 0.474
O 0.750 0.810 1.910
O -0.037 1.911 -0.235
C -0.330 1.952 -1.630
O -0.488 -0.547 0.090
C -0.282 -1.915 0.486
H 3.118 -0.198 1.092
H 3.702 -0.509 -0.586
H 2.499 -1.559 0.121
H 0.429 2.585 -2.106
H -1.270 2.457 -1.849
H -0.196 0.985 -2.108
H -0.218 -2.598 -0.357
H -1.126 -2.166 1.124
H 0.637 -2.004 1.065
C -0.935 -4.122 3.668
O 0.005 -4.125 2.588
P 1.553 -4.342 2.852
O 2.376 -4.313 1.639
O 1.890 -3.261 3.952
C 3.181 -2.707 4.141
O 1.541 -5.748 3.622
C 2.776 -6.314 4.023
H -0.498 -3.617 4.529
H -1.327 -5.115 3.874
H -1.790 -3.515 3.357
H 3.510 -2.720 5.177
H 3.138 -1.637 3.894
H 3.956 -3.071 3.464
H 2.921 -6.219 5.103
H 3.665 -5.894 3.546
H 2.774 -7.383 3.807
C -2.617 -0.544 3.932
C -1.374 0.335 4.104
O -1.581 1.373 5.041
O -3.761 0.158 3.440
H -2.876 -0.889 4.936
H -2.339 -1.372 3.285
H -1.078 0.756 3.138
H -0.552 -0.295 4.448
H -2.143 2.021 4.601
H -3.992 0.833 4.089
C -4.481 -1.437 -0.386
C -4.644 -2.663 -1.279
O -4.181 -3.863 -0.658
O -4.884 -0.263 -1.079
H -3.411 -1.360 -0.142
H -5.080 -1.503 0.531
H -4.191 -2.565 -2.263
H -5.726 -2.755 -1.458
H -4.705 -3.996 0.139
H -4.598 0.499 -0.537
C -0.690 -5.444 -0.542
C -0.028 -6.794 -0.389
O 0.451 -7.345 -1.609
O -2.048 -5.691 -0.978
H -0.228 -4.796 -1.285
H -0.769 -4.982 0.444
H -0.660 -7.525 0.123
H 0.860 -6.630 0.236
H -0.311 -7.469 -2.190
H -2.634 -4.962 -0.699
C 2.267 1.640 -4.699
C 3.264 1.185 -3.640
O 3.623 -0.185 -3.766
O 0.951 1.173 -4.406
H 2.544 1.333 -5.711
H 2.185 2.723 -4.599
H 2.828 1.337 -2.644
H 4.176 1.783 -3.683
H 2.836 -0.701 -4.008
H 0.912 0.223 -4.533
C 2.178 6.500 -1.433
C 2.786 5.675 -2.543
O 4.188 5.491 -2.388
O 2.844 7.735 -1.291
H 2.205 5.911 -0.510
H 1.155 6.689 -1.788
H 2.558 6.074 -3.540
H 2.346 4.668 -2.584
H 4.563 5.168 -3.209
H 2.430 8.264 -0.607
C 2.918 2.493 4.099
C 3.149 0.998 4.223
O 1.907 0.288 4.376
O 2.538 3.041 5.356
H 2.227 2.736 3.289
H 3.882 2.980 3.926
H 3.742 0.783 5.110
H 3.627 0.575 3.330
H 1.388 0.514 3.575
H 1.747 2.594 5.683
C -0.772 -2.010 -3.170
C 0.741 -1.991 -3.202
O 1.240 -1.784 -4.537
O -1.231 -3.344 -3.260
H -1.124 -1.408 -4.018
H -1.167 -1.449 -2.310
H 1.202 -2.862 -2.725
H 1.130 -1.163 -2.597
H 1.170 -2.636 -4.988
H -2.131 -3.321 -3.603
C -3.194 2.476 0.808
C -3.508 3.652 1.725
O -3.300 3.400 3.088
O -4.183 1.449 1.016
H -2.231 2.005 1.013
H -3.259 2.687 -0.258
H -4.522 3.944 1.427
H -2.903 4.506 1.376
H -3.947 3.889 3.606
H -4.106 1.093 1.933
C -2.404 6.821 -1.099
C -1.671 5.811 -1.986
O -2.569 4.770 -2.371
O -3.461 7.435 -1.809
H -1.659 7.600 -0.915
H -2.687 6.306 -0.182
H -0.872 5.353 -1.399
H -1.231 6.281 -2.865
H -3.097 5.073 -3.115
H -4.250 6.903 -1.661
C -1.027 3.539 -5.232
Cl -0.730 2.938 -6.868
Cl 0.223 4.713 -4.811
H -2.016 3.977 -5.135
H -1.005 2.731 -4.508
C 3.465 -4.726 -1.121
Cl 4.378 -3.224 -1.393
Cl 3.676 -5.830 -2.499
H 3.802 -5.160 -0.189
H 2.416 -4.503 -0.958
*
```

Values from the calculation:
Energy: -150097.74438 eV
HOMO-LUMO gap: 9.894 eV

DFT (wB97M-V/def2-TZVPD) results for a cluster of 2 separate species, C4H12N2O in total at a distorted geometry.

```
! wB97M-V def2-TZVPD RIJCOSX def2/J DEFGRID3
* xyz 0 1
C -0.141 2.689 0.270
C 0.423 1.326 0.651
C -0.344 0.254 -0.092
N 0.069 -1.100 0.337
C 0.913 -1.681 -0.417
N 1.639 -1.043 -1.468
H -0.034 2.935 -0.786
H -1.207 2.765 0.540
H 0.305 3.462 0.902
H 1.488 1.287 0.402
H 0.327 1.114 1.734
H -0.293 0.394 -1.193
H -1.378 0.307 0.300
H 1.034 -2.735 -0.177
H 2.446 -1.605 -1.708
H 1.092 -0.862 -2.300
O -2.514 -2.640 0.807
H -1.691 -3.072 1.103
H -2.134 -1.797 1.095
*
```

Values from the calculation:
Energy: -9369.54950 eV
Energy above the lowest of the compared OMol25 structures with the same formula, charge and spin: 37.9 kcal per mole
SMILES string: CCC/N=C\N.O
HOMO-LUMO gap: 10.542 eV

DFT (wB97M-V/def2-TZVPD) results for the molecule C23H32FN3O2.

```
! wB97M-V def2-TZVPD RIJCOSX def2/J DEFGRID3
* xyz 0 1
C 3.108 -0.828 -4.776
C 1.866 -1.045 -3.933
O 2.101 -0.506 -2.630
C 1.204 -0.811 -1.690
O 0.233 -1.489 -1.904
C 1.594 -0.236 -0.332
C 2.821 -1.045 0.162
C 2.604 -2.525 0.043
C 1.977 -3.248 1.051
C 1.734 -4.603 0.908
C 2.116 -5.269 -0.243
C 2.753 -4.545 -1.232
F 3.149 -5.176 -2.361
C 3.007 -3.193 -1.107
C 0.417 -0.354 0.638
C -0.724 0.581 0.248
N -0.260 1.954 0.182
C -1.361 2.885 -0.019
C -2.273 2.893 1.161
C -1.920 3.281 2.472
C -0.593 3.763 2.932
N -2.953 3.152 3.283
N -3.963 2.688 2.543
C -5.254 2.498 3.145
C -6.125 3.747 3.016
C -3.601 2.514 1.248
C -4.533 1.986 0.219
C 0.760 2.086 -0.836
C 1.975 1.243 -0.460
H 3.957 -1.348 -4.341
H 3.343 0.232 -4.832
H 2.938 -1.209 -5.779
H 0.997 -0.539 -4.370
H 1.624 -2.109 -3.837
H 3.013 -0.774 1.202
H 3.684 -0.753 -0.439
H 1.680 -2.746 1.959
H 1.242 -5.147 1.700
H 1.933 -6.323 -0.378
H 3.518 -2.673 -1.902
H 0.044 -1.379 0.641
H 0.757 -0.092 1.641
H -1.509 0.525 1.005
H -1.151 0.255 -0.716
H -0.926 3.883 -0.141
H -1.929 2.649 -0.938
H 0.184 3.100 2.558
H -0.569 3.795 4.017
H -0.401 4.764 2.545
H -5.746 1.641 2.677
H -5.081 2.279 4.201
H -7.080 3.587 3.509
H -6.307 3.985 1.971
H -5.625 4.592 3.481
H -4.939 1.020 0.523
H -4.005 1.853 -0.721
H -5.367 2.668 0.053
H 1.054 3.138 -0.900
H 0.387 1.775 -1.831
H 2.756 1.368 -1.212
H 2.355 1.590 0.502
*
```

Values from the calculation:
Energy: -35654.19881 eV
Energy above the lowest of the compared OMol25 structures with the same formula, charge and spin: 10.4 kcal per mole
SMILES string: CCOC(=O)C1(Cc2cccc(F)c2)CCN(Cc2c(C)nn(CC)c2C)CC1
HOMO-LUMO gap: 9.364 eV